The following is a quantum chemistry calculation of a 40-piece molecular cluster, H80O40 overall at a distorted geometry, from the OMol25 dataset.

Last columns: bonded neighbours and bond lengths (Å).
Geometry (Å):
1 H 2.493 0.429 -0.704  O3 1.023
2 H 0.988 0.632 -0.787  O3 0.984
3 O 1.683 0.560 -0.094  H1 1.023, H2 0.984
4 H 0.810 2.176 -5.261  O6 1.006
5 H -0.619 2.127 -4.557  O6 0.939
6 O 0.040 1.599 -4.969  H4 1.006, H5 0.939
7 H -2.738 -0.986 -2.799  O9 1.057
8 H -3.257 -0.247 -1.521  O9 0.960
9 O -3.445 -0.275 -2.462  H7 1.057, H8 0.960
10 H 2.830 -2.526 5.618  O12 0.998
11 H 1.781 -2.535 4.553  O12 1.065
12 O 2.818 -2.754 4.646  H10 0.998, H11 1.065
13 H 2.148 0.815 -4.930  O15 1.021
14 H 2.484 -0.190 -5.789  O15 0.893
15 O 2.830 0.624 -5.665  H13 1.021, H14 0.893
16 H -2.527 -2.101 -5.004  O17 1.140
17 O -2.339 -2.143 -3.881  H16 1.140, H95 1.103
18 H -0.014 -5.322 1.883  O19 0.988
19 O -0.208 -6.088 2.475  H18 0.988, H97 0.993
20 H -4.810 -0.111 1.272  O22 0.926
21 H -5.284 -1.399 0.719  O22 1.044
22 O -4.502 -0.985 1.273  H20 0.926, H21 1.044
23 H -0.406 4.291 -1.625  O25 1.040
24 H 0.642 4.031 -0.543  O25 0.902
25 O 0.357 3.657 -1.313  H23 1.040, H24 0.902
26 H 2.195 -2.921 -4.392  O28 1.088
27 H 2.713 -1.680 -4.994  O28 0.967
28 O 2.018 -1.848 -4.343  H26 1.088, H27 0.967
29 H 4.563 -2.893 1.366  O31 0.943
30 H 3.577 -2.155 2.116  O31 0.968
31 O 4.198 -2.024 1.385  H29 0.943, H30 0.968
32 H -3.052 0.146 -3.948  O33 0.930
33 O -2.773 0.504 -4.759  H32 0.930, H98 0.987
34 H 0.190 -0.917 3.033  O36 1.041
35 H 0.917 0.385 3.355  O36 0.907
36 O 0.250 0.098 2.812  H34 1.041, H35 0.907
37 H -1.194 -1.898 4.148  O39 1.036
38 H -0.768 -0.601 5.119  O39 1.044
39 O -0.594 -1.616 4.944  H37 1.036, H38 1.044
40 H 0.265 -2.799 -5.478  O42 0.871
41 H -0.844 -3.064 -4.638  O42 0.968
42 O -0.267 -3.465 -5.305  H40 0.871, H41 0.968
43 H 1.992 -5.087 -2.990  O45 0.983
44 H 1.307 -4.542 -4.321  O45 0.889
45 O 1.645 -4.339 -3.525  H43 0.983, H44 0.889
46 H -2.831 -0.043 3.048  O48 0.934
47 H -1.481 0.699 3.184  O48 0.954
48 O -2.376 0.630 3.509  H46 0.934, H47 0.954
49 H 1.737 -5.664 -0.815  O51 0.948
50 H 0.941 -6.345 0.364  O51 0.923
51 O 1.116 -5.570 -0.106  H49 0.948, H50 0.923
52 H 3.603 5.438 -0.038  O53 0.953
53 O 3.642 4.488 0.023  H52 0.953, H94 0.958
54 H -0.690 1.717 -0.389  O56 1.034
55 H -1.491 1.094 0.785  O56 0.999
56 O -1.245 0.876 -0.158  H54 1.034, H55 0.999
57 H -4.135 1.394 2.217  O58 0.990
58 O -4.323 1.949 1.419  H57 0.990, H96 1.044
59 H -0.149 2.761 5.827  O61 0.904
60 H -1.654 3.085 5.699  O61 1.005
61 O -0.952 2.567 6.197  H59 0.904, H60 1.005
62 H 5.091 2.221 4.015  O64 0.870
63 H 4.731 2.838 2.632  O64 0.952
64 O 4.476 2.575 3.511  H62 0.870, H63 0.952
65 H -2.446 2.001 -1.956  O67 0.952
66 H -3.721 2.495 -2.762  O67 1.040
67 O -2.831 2.793 -2.316  H65 0.952, H66 1.040
68 H -0.092 -3.284 2.047  O70 0.966
69 H 0.880 -3.081 3.011  O70 1.015
70 O 0.096 -2.550 2.646  H68 0.966, H69 1.015
71 H -2.397 -3.022 -0.840  O73 0.928
72 H -3.521 -2.150 -0.685  O73 1.019
73 O -3.273 -3.024 -1.146  H71 0.928, H72 1.019
74 H -3.750 4.196 1.084  O76 1.033
75 H -4.458 3.394 -0.030  O76 0.955
76 O -4.463 4.275 0.341  H74 1.033, H75 0.955
77 H 1.655 2.456 -2.096  O79 1.074
78 H 2.131 2.930 -3.501  O79 1.043
79 O 2.568 2.766 -2.569  H77 1.074, H78 1.043
80 H -1.133 2.910 3.149  O82 0.911
81 H 0.192 3.562 2.934  O82 0.920
82 O -0.701 3.582 2.711  H80 0.911, H81 0.920
83 H 3.292 -1.410 -0.703  O85 0.933
84 H 2.463 -1.483 -1.913  O85 0.915
85 O 3.298 -1.679 -1.596  H83 0.933, H84 0.915
86 H 2.474 3.057 0.954  O88 0.988
87 H 1.786 1.894 1.352  O88 0.938
88 O 1.734 2.808 1.558  H86 0.988, H87 0.938
89 H 4.596 1.169 -2.348  O90 0.963
90 O 5.323 0.539 -2.373  H89 0.963, H99 0.914
91 H 1.965 4.652 4.095  O93 1.005
92 H 1.955 3.260 3.192  O93 0.952
93 O 1.603 3.726 3.943  H91 1.005, H92 0.952
94 H 3.858 4.318 -0.895  O53 0.958
95 H -3.142 -2.620 -3.294  O17 1.103
96 H -5.008 2.678 1.718  O58 1.044
97 H 0.643 -6.528 2.736  O19 0.993
98 H -1.834 0.344 -5.017  O33 0.987
99 H 4.868 -0.223 -2.591  O90 0.914
100 O -2.832 -1.657 3.182  H101 0.942, H102 0.797
101 H -3.727 -1.432 3.373  O100 0.942
102 H -2.646 -2.127 2.566  O100 0.797
103 O 4.835 1.008 1.576  H104 1.025, H105 0.990
104 H 4.114 1.014 2.304  O103 1.025
105 H 4.367 0.935 0.707  O103 0.990
106 O -4.009 2.914 4.602  H107 0.904, H108 0.967
107 H -3.393 2.662 5.214  O106 0.904
108 H -3.480 2.966 3.795  O106 0.967
109 O 4.671 -4.014 -0.419  H110 0.975, H111 0.976
110 H 5.443 -3.600 0.010  O109 0.975
111 H 4.360 -3.343 -1.057  O109 0.976
112 O -6.160 -2.232 -1.398  H113 0.996, H114 0.989
113 H -5.845 -3.139 -1.663  O112 0.996
114 H -5.477 -1.649 -1.813  O112 0.989
115 O -1.244 3.737 -3.982  H116 1.009, H117 1.033
116 H -1.840 3.241 -4.628  O115 1.009
117 H -1.835 3.983 -3.171  O115 1.033
118 O -0.788 -1.786 -0.151  H119 1.049, H120 0.922
119 H -0.207 -1.003 0.237  O118 1.049
120 H -0.136 -2.084 -0.731  O118 0.922

## Properties
Strongest force on any atom ... 0.300 hartree/bohr
Calculated total energy ... -83191.5698 eV
Energy above the lowest of the compared OMol25 structures with the same formula, charge and spin ... 14.2456 eV
LUMO energy ... -0.557 eV
HOMO ... -10.77 eV
Charge ... 0
Frontier orbital gap ... 10.210 eV